*A*
22
Properties=species:S:1:pos:R:3 method="wB97M-V/def2-TZVPD" gap_ev=10.16 mol_weight_da=120.172 total_charge=+1
C -0.4299 -1.1837 -1.0393
O -0.4374 -0.7609 -2.3316
C 0.4012 -0.0051 -0.1450
C 0.8303 -0.3024 1.2163
C -0.1138 -0.8327 2.3309
C -0.4830 -0.0696 3.3365
N 1.7889 0.3767 -0.9368
H -1.3788 -1.2105 -0.6008
H 0.0859 -2.0602 -1.1339
H -1.0374 0.0566 -2.6661
H -0.1953 0.8265 -0.2778
H 1.4437 0.5429 1.5847
H 1.5875 -1.1574 1.0642
H -0.4256 -1.8785 2.1480
H -0.0691 0.9751 3.4308
H -0.9027 -0.2570 4.3715
H 2.6226 0.2582 -0.3769
H 1.8924 -0.2768 -1.7466
H 1.8308 1.3429 -1.3627
H -1.9487 1.5409 -2.8918
H -2.9615 2.2634 -1.9697
O -2.1001 1.8117 -2.0037



*B*
22
Properties=species:S:1:pos:R:3 method="wB97M-V/def2-TZVPD" gap_ev=10.43 mol_weight_da=120.172 total_charge=+1
C 0.3711 0.0512 -0.8161
O 0.0977 1.0368 -1.7956
C -0.7207 0.1751 0.2542
C -0.4128 -0.5964 1.5181
C 0.7066 -0.1007 2.3937
C 1.8455 -0.7446 2.5616
N -0.8790 1.6510 0.4949
H 0.3260 -0.9294 -1.2729
H 1.3588 0.1373 -0.3485
H -0.0412 0.5784 -2.6330
H -1.6189 -0.1933 -0.2266
H -0.2073 -1.6159 1.1712
H -1.2885 -0.7347 2.1511
H 0.4998 0.8094 2.9575
H 2.0905 -1.6846 2.0945
H 2.6143 -0.3321 3.2016
H -1.0857 2.0808 -0.4229
H -1.7180 1.8076 1.0595
H -0.0475 2.0878 0.9011
H 0.0501 -1.2539 -4.8086
H -1.3877 -1.3551 -4.2814
O -0.5532 -0.8746 -4.1536



Which of them is the most stable? Correct choice: *B*.



*A*
13
Properties=species:S:1:pos:R:3 method="wB97M-V/def2-TZVPD" gap_ev=10.76 smiles="CC(C)C=O" mol_weight_da=72.107
C -1.1144 0.6998 0.5015
C 0.1866 -0.1281 0.3531
C 1.2752 0.4896 -0.5243
C -0.2746 -1.4552 -0.2033
O -0.1642 -1.7993 -1.3547
H -1.1174 1.3166 1.4022
H -1.9951 0.0475 0.5627
H -1.2666 1.3454 -0.3671
H 0.5912 -0.3175 1.3575
H 0.8798 0.7762 -1.5032
H 1.7287 1.3693 -0.0561
H 2.0702 -0.2433 -0.7024
H -0.7995 -2.1010 0.5341



*B*
13
Properties=species:S:1:pos:R:3 method="wB97M-V/def2-TZVPD" gap_ev=9.72 smiles="COC1=CC1.[H][H]" mol_weight_da=72.107
C 1.8232 0.2431 0.5960
O 1.0068 -0.9112 0.4205
C -0.2976 -0.6600 0.3461
C -1.4985 -1.0943 0.1580
C -1.3388 0.3917 0.4637
H 1.4634 0.8547 1.4294
H 1.8439 0.8469 -0.3181
H 2.8263 -0.1254 0.8144
H -2.2158 -1.8697 -0.0503
H -1.4683 1.1294 -0.3377
H -1.6279 0.7778 1.4484
H -0.0802 0.0005 -2.3073
H -0.3810 0.4358 -2.8302



Which of them is the most stable? Correct choice: *A*.